Entry 1:
{"formula": "C5H8N2", "method": "the ωB97M-V functional and the def2-TZVPD basis", "symbols": ["C", "C", "C", "N", "C", "C", "N", "H", "H", "H", "H", "H", "H", "H", "H"], "coordinates": [[0.131314, -0.996273, 1.533287], [0.080414, -0.249903, 0.218727], [0.320645, -0.916625, -1.082591], [-1.021012, -0.421046, -0.797093], [-0.981035, 1.042584, -1.110564], [0.089455, 1.225756, -0.060731], [0.644829, 2.224679, 0.465546], [-0.285498, -2.002093, 1.397461], [-0.452773, -0.506771, 2.319427], [1.157021, -1.129831, 1.900337], [1.216902, 1.818024, 1.202899], [0.944751, -0.426527, -1.829738], [0.374704, -2.001744, -1.087418], [-0.734970, 1.277450, -2.151094], [-1.917851, 1.532266, -0.827169]], "forces_ev_per_a": [[-0.04, 0.02, -0.05], [0.05, -0.37, 0.29], [0.11, -0.17, -0.24], [-0.33, -0.18, -0.20], [-0.03, 0.12, -0.11], [0.05, 0.08, 0.17], [-0.10, -0.40, -0.03], [0.05, 0.24, -0.08], [0.07, 0.06, -0.17], [-0.15, 0.16, -0.15], [0.34, 0.47, 0.38], [-0.22, -0.02, 0.03], [0.07, 0.14, 0.09], [-0.02, -0.04, 0.15], [0.15, -0.10, -0.06]], "total_charge": 0}


Entry 2:
{"formula": "C5H8N2O3S", "method": "the ωB97M-V functional and the def2-TZVPD basis", "symbols": ["C", "C", "C", "C", "C", "N", "N", "O", "O", "O", "S", "H", "H", "H", "H", "H", "H", "H", "H"], "coordinates": [[-0.563186, 1.594864, -0.301757], [0.116466, -0.497927, 2.123110], [-0.785051, 0.365088, -1.014278], [0.743932, 0.373135, 1.023476], [0.059492, -0.578991, -0.008286], [0.294914, 1.722760, 0.681206], [-0.670472, -1.260404, 1.137708], [1.749210, 0.380536, -1.449032], [0.261942, -1.016556, -2.792140], [0.510916, 1.388788, -3.278242], [0.593274, 0.306964, -2.315410], [-0.956211, 2.470605, -0.816337], [0.788403, -1.221008, 2.602308], [-0.398741, 0.128429, 2.864819], [-1.780033, -0.074974, -1.160042], [1.783893, 0.324811, 0.930809], [0.642562, -1.377019, -0.526740], [-0.846999, -2.225846, 1.325228], [-1.544312, -0.803253, 0.973598]], "forces_ev_per_a": [[0.79, 2.72, 1.23], [0.88, 1.17, 1.32], [2.22, -2.70, 2.46], [-0.82, -1.18, -1.94], [1.63, -1.25, -1.62], [-2.36, -0.82, -0.73], [-2.04, 1.78, 0.34], [0.36, 0.14, -0.10], [0.33, -0.39, -0.54], [-0.55, -0.49, 0.88], [-0.51, 0.12, -1.85], [0.04, 0.36, 0.58], [0.05, 0.57, -0.06], [-0.42, -0.77, -0.12], [0.28, 0.66, -0.78], [1.58, 0.07, 0.23], [-0.38, 0.99, 0.45], [0.31, -0.91, -0.45], [-1.39, -0.09, 0.71]], "total_charge": 0}


Asked for energy relative to the best compared isomer or geometry (same formula, charge and spin) across the records above, the calculation gives 53.6 88.6 kcal per mole in order.
Asked for LUMO across the records above, the calculation gives 0.0363 -0.0205 hartree in order.
Asked for gap between HOMO and LUMO across the records above, the calculation gives 10.5255 8.6058 eV in order.